Entry 1:
Here is a structure of composition C22H24N2O7ScSi from the Open Molecules 2025 dataset. Energies are from the ωB97M-V functional and the def2-TZVPD basis.

Frontier orbital gap: 0.30853 Ha
Energy: -69092.268 eV
Energy above the lowest of the compared OMol25 structures with the same formula, charge and spin: 3.6 kcal per mole

Geometry as ORCA input:
```
! wB97M-V def2-TZVPD RIJCOSX def2/J DEFGRID3
* xyz 1 1
Sc 0.070 0.072 0.366
C 1.842 3.425 -1.065
C 0.530 2.905 -1.530
N -0.100 1.810 -1.129
C -1.296 1.746 -1.834
C -1.387 2.822 -2.663
N -0.218 3.530 -2.457
C -2.495 3.251 -3.562
O -2.171 4.126 -4.543
O -3.613 2.877 -3.419
C -2.161 0.543 -1.557
O -3.111 0.229 -2.206
O -1.671 -0.121 -0.515
H 2.255 2.764 -0.309
H 1.727 4.422 -0.636
H 2.542 3.498 -1.897
H 0.028 4.421 -2.859
H -1.223 4.227 -4.693
C -0.784 -4.864 1.856
C 0.722 -4.498 1.823
C 1.492 -5.455 2.734
C 1.228 -4.581 0.379
Si 0.645 -2.726 2.378
O 0.156 -1.693 1.293
C 2.993 -0.947 1.540
C 3.524 -1.191 0.279
C 4.302 -2.320 0.084
C 4.555 -3.217 1.120
C 4.015 -2.974 2.367
C 3.208 -1.851 2.589
C 0.396 -2.229 4.126
C -0.437 -1.145 4.411
C -0.648 -0.748 5.722
C -0.022 -1.424 6.759
C 0.811 -2.502 6.490
C 1.016 -2.907 5.181
H -0.892 -5.895 1.512
H -1.374 -4.228 1.192
H -1.205 -4.806 2.863
H 1.416 -6.465 2.322
H 1.072 -5.482 3.739
H 2.551 -5.206 2.800
H 1.093 -5.603 0.017
H 2.287 -4.332 0.305
H 0.666 -3.917 -0.278
H 3.365 -0.481 -0.518
H 4.728 -2.498 -0.894
H 5.180 -4.083 0.953
H 4.235 -3.634 3.196
H 2.894 -1.579 3.586
H -0.940 -0.623 3.605
H -1.302 0.087 5.935
H -0.184 -1.111 7.782
H 1.299 -3.027 7.300
H 1.677 -3.742 4.981
O 1.859 0.894 0.703
O 2.229 0.127 1.855
*
```

Entry 2:
Here is the molecule C22H24N4O4S at a distorted geometry from the Open Molecules 2025 dataset. Energies are from the ωB97M-V functional and the def2-TZVPD basis.

Frontier orbital gap: 0.32530 Ha
SMILES string: CCOC(=O)c1ccccc1NC(=O)CSc1nnc(COc2ccccc2C)n1C
Energy: -48189.983 eV
Energy above the lowest of the compared OMol25 structures with the same formula, charge and spin: 50.7 kcal per mole

Geometry as ORCA input:
```
! wB97M-V def2-TZVPD RIJCOSX def2/J DEFGRID3
* xyz 0 1
C -1.179 -4.244 1.478
C -0.810 -3.172 0.462
O -1.966 -2.593 -0.143
C -2.575 -1.629 0.543
O -2.244 -1.294 1.663
C -3.698 -1.025 -0.211
C -4.365 -1.776 -1.175
C -5.418 -1.237 -1.888
C -5.808 0.072 -1.649
C -5.154 0.839 -0.705
C -4.097 0.304 0.029
N -3.395 1.043 0.973
C -3.338 2.388 1.111
O -4.046 3.197 0.554
C -2.238 2.821 2.078
S -0.850 3.543 1.145
C -0.256 2.131 0.333
N -0.698 0.907 0.455
N 0.039 0.128 -0.351
C 0.916 0.877 -0.957
C 1.928 0.413 -1.947
O 3.252 0.700 -1.555
C 3.804 -0.014 -0.516
C 3.137 -0.987 0.213
C 3.794 -1.651 1.237
C 5.108 -1.350 1.536
C 5.769 -0.375 0.806
C 5.138 0.304 -0.220
C 5.838 1.363 -1.014
N 0.781 2.178 -0.554
C 1.538 3.329 -0.955
H -0.275 -4.703 1.866
H -1.731 -3.799 2.302
H -1.795 -5.010 1.012
H -0.242 -3.595 -0.370
H -0.235 -2.372 0.938
H -4.049 -2.793 -1.350
H -5.933 -1.833 -2.626
H -6.630 0.500 -2.203
H -5.450 1.860 -0.529
H -2.687 0.483 1.453
H -2.594 3.638 2.704
H -1.851 2.002 2.680
H 1.793 0.950 -2.892
H 1.778 -0.658 -2.123
H 2.107 -1.228 0.005
H 3.265 -2.405 1.800
H 5.619 -1.868 2.334
H 6.797 -0.136 1.037
H 6.894 1.400 -0.761
H 5.730 1.168 -2.079
H 5.396 2.339 -0.814
H 1.674 3.985 -0.095
H 2.507 3.004 -1.329
H 1.007 3.879 -1.735
*
```

Entry 3:
Here is a structure of composition C22H24N4O5 at a distorted geometry from the Open Molecules 2025 dataset. Energies are from the ωB97M-V functional and the def2-TZVPD basis.

Frontier orbital gap: 0.25396 Ha
Energy: -39381.551 eV
Energy above the lowest of the compared OMol25 structures with the same formula, charge and spin: 487.4 kcal per mole

Geometry as ORCA input:
```
! wB97M-V def2-TZVPD RIJCOSX def2/J DEFGRID3
* xyz 0 1
C -7.231 -1.721 -0.704
C -6.238 -2.954 -0.629
H -6.478 -3.378 0.277
H -6.437 -3.655 -1.502
O -4.984 -2.762 -0.754
C -4.566 -2.261 0.619
O -5.242 -2.227 1.754
C -3.090 -1.801 0.353
C -2.458 -1.439 1.551
C -1.028 -1.177 1.605
C -0.449 -0.943 0.419
C -1.144 -1.415 -0.873
C -2.356 -2.032 -0.845
H -2.872 -2.052 -1.597
H -0.501 -1.554 -1.828
N 0.931 -0.854 0.487
C 1.481 0.305 0.550
N 2.650 0.738 0.593
C 3.740 -0.067 0.310
C 4.961 0.241 0.518
C 5.917 -0.764 0.158
C 5.485 -2.006 0.220
C 4.273 -2.378 0.092
C 3.224 -1.478 0.366
C 1.874 -1.737 -0.063
O 1.531 -3.006 0.029
H 4.017 -3.713 -0.105
N 6.677 -2.927 -0.129
O 6.222 -4.276 -0.153
O 7.825 -2.745 0.016
H 7.023 -0.393 0.215
H 5.201 1.209 0.415
C 0.434 1.582 0.659
N 0.884 2.715 0.247
C 1.182 2.897 -1.141
C 0.060 3.191 -2.068
H -0.591 3.855 -2.088
H -0.584 2.106 -1.748
H 0.364 3.096 -3.111
H 1.682 4.004 -1.179
H 1.947 2.049 -1.240
C -0.034 3.992 1.066
C 0.669 5.239 0.688
H 0.671 5.485 -0.344
H 1.701 5.286 0.894
H 0.411 5.947 1.269
H -0.832 3.837 0.446
H 0.140 3.571 1.936
H 0.144 1.669 1.592
H -0.631 1.309 0.124
H -0.513 -0.823 2.472
H -2.932 -1.419 2.523
H -6.819 -1.109 -1.784
H -8.252 -2.118 -0.769
H -7.060 -1.136 0.191
*
```

Entry 4:
Here is a structure of composition C22H24N4OP2Tl at a distorted geometry from the Open Molecules 2025 dataset. Energies are from the ωB97M-V functional and the def2-TZVPD basis.

Frontier orbital gap: 0.22004 Ha
Energy: -54474.345 eV
Energy above the lowest of the compared OMol25 structures with the same formula, charge and spin: 0.0 kcal per mole

Geometry as ORCA input:
```
! wB97M-V def2-TZVPD RIJCOSX def2/J DEFGRID3
* xyz 1 1
C 2.546 -3.234 -0.402
C 2.096 -1.985 -0.788
C 0.742 -1.840 -1.223
C -0.152 -2.930 -1.162
C 0.338 -4.178 -0.768
C 1.669 -4.327 -0.376
C -1.617 -2.695 -1.327
C -1.986 -1.283 -1.649
C -0.972 -0.308 -1.800
C -1.302 1.057 -2.083
C -2.634 1.401 -2.234
C -3.640 0.446 -2.027
C -3.319 -0.878 -1.723
H 3.590 -3.348 -0.098
H -0.337 -5.040 -0.780
H 2.026 -5.302 -0.047
H -2.073 -3.412 -2.021
H -2.889 2.435 -2.486
H -4.685 0.746 -2.116
H -4.101 -1.620 -1.554
N 0.334 -0.587 -1.566
Tl -1.924 -3.987 1.321
C 2.923 -0.714 -0.709
H 3.031 -0.261 -1.708
H 3.921 -0.921 -0.298
C -0.150 2.051 -2.105
H 0.631 1.731 -2.813
H -0.503 3.058 -2.373
P 2.144 0.582 0.332
P 0.685 2.189 -0.478
C -0.688 2.218 0.712
H -0.334 2.341 1.747
H -1.351 3.055 0.446
H -1.269 1.290 0.648
C 1.468 3.809 -0.377
H 0.823 4.534 -0.894
H 1.587 4.109 0.671
H 2.452 3.783 -0.865
C 1.236 -0.267 1.659
H 1.881 -1.065 2.055
H 0.981 0.435 2.471
H 0.311 -0.724 1.283
C 3.504 1.444 1.150
H 3.146 2.001 2.024
H 4.230 0.687 1.476
H 3.990 2.135 0.449
C 0.600 2.207 3.751
O 0.567 2.712 4.777
H -2.220 -2.968 -0.205
N -2.031 -1.466 1.770
C -2.563 -0.460 2.107
N -3.061 0.706 2.322
C -3.584 1.095 3.458
N -4.070 1.545 4.426
*
```